{
  "formula": "C43H79BrClIN2O6PS2",
  "method": "ωB97M-V/def2-TZVPD",
  "homo_lumo_gap_ev": 7.766,
  "charge": 1,
  "e_tot_ha": -6716.116367,
  "elements": ["C", "C", "O", "C", "C", "O", "C", "C", "C", "C", "C", "I", "O", "C", "O", "C", "C", "C", "C", "C", "S", "O", "O", "Cl", "N", "C", "S", "N", "C", "C", "C", "C", "C", "C", "C", "C", "C", "C", "C", "Br", "H", "H", "H", "H", "H", "H", "H", "H", "H", "H", "H", "H", "H", "H", "H", "H", "H", "H", "H", "H", "H", "H", "H", "H", "H", "H", "H", "H", "H", "H", "H", "H", "H", "H", "H", "H", "H", "H", "H", "H", "H", "H", "H", "C", "C", "C", "C", "P", "C", "C", "C", "C", "C", "C", "C", "C", "C", "C", "C", "C", "H", "H", "H", "H", "H", "H", "H", "H", "H", "H", "H", "H", "H", "H", "H", "H", "H", "H", "H", "H", "H", "H", "H", "H", "H", "H", "H", "H", "H", "H", "H", "H", "H", "H", "H", "H"],
  "coordinates": [[-4.232, -0.486, -8.329], [-3.034, -1.321, -7.912], [-1.845, -0.565, -8.042], [-0.813, -0.871, -7.154], [-0.841, 0.006, -5.884], [-1.732, 1.071, -6.083], [-2.001, 1.881, -4.958], [-1.497, 3.314, -5.113], [-0.190, 3.409, -5.913], [-0.345, 3.349, -7.430], [1.035, 3.284, -8.073], [1.164, 4.331, -9.909], [-2.428, 4.162, -5.782], [-3.398, 3.608, -6.617], [-3.776, 4.672, -7.442], [-1.284, 3.933, -3.676], [0.157, 3.691, -3.151], [0.887, 2.327, -3.190], [1.135, 1.545, -1.906], [1.672, 2.407, -0.780], [2.571, 1.489, 0.418], [2.742, 2.281, 1.593], [2.031, 0.171, 0.509], [4.369, 1.380, -0.490], [-1.186, 5.443, -3.979], [-1.046, 6.312, -3.170], [-0.894, 7.449, -2.107], [-2.403, 3.741, -2.779], [-2.366, 3.333, -1.386], [-2.709, 1.914, -0.985], [-3.392, 1.017, -1.801], [-3.710, -0.257, -1.344], [-3.376, -0.671, -0.055], [-3.735, -2.040, 0.432], [-2.719, 0.237, 0.769], [-2.400, 1.507, 0.310], [-3.770, 3.965, -3.229], [-4.423, 5.344, -3.102], [-4.181, 6.063, -1.785], [-4.126, 6.517, -4.620], [-4.923, -0.349, -7.505], [-3.873, 0.494, -8.625], [-4.769, -0.923, -9.161], [-2.955, -2.222, -8.520], [-3.141, -1.640, -6.875], [0.121, -0.727, -7.686], [-0.851, -1.918, -6.852], [0.173, 0.373, -5.704], [-1.145, -0.577, -5.011], [-3.076, 1.875, -4.821], [-1.582, 1.440, -4.060], [0.235, 4.384, -5.695], [0.509, 2.636, -5.609], [-0.863, 4.236, -7.774], [-0.919, 2.491, -7.756], [1.313, 2.268, -8.324], [1.805, 3.683, -7.424], [-2.995, 2.781, -7.201], [-4.260, 3.241, -6.043], [-4.650, 4.498, -7.795], [0.234, 4.132, -2.164], [0.746, 4.354, -3.766], [0.449, 1.644, -3.902], [1.875, 2.533, -3.599], [0.272, 0.979, -1.597], [1.890, 0.797, -2.142], [2.365, 3.145, -1.178], [0.933, 2.944, -0.199], [-3.122, 3.935, -0.886], [-1.446, 3.625, -0.898], [-3.689, 1.300, -2.796], [-4.232, -0.939, -1.998], [-3.128, -2.805, -0.042], [-4.772, -2.263, 0.197], [-3.634, -2.113, 1.509], [-2.455, -0.049, 1.776], [-1.896, 2.191, 0.977], [-3.936, 3.608, -4.235], [-4.400, 3.332, -2.604], [-5.481, 5.133, -3.191], [-4.973, 5.822, -1.081], [-4.181, 7.136, -1.924], [-3.225, 5.806, -1.347], [1.114, 0.527, 5.923], [0.489, -0.802, 5.511], [0.386, -1.793, 6.672], [1.708, -2.451, 7.099], [2.287, -3.848, 6.110], [0.886, -4.985, 5.944], [0.095, -5.409, 7.192], [0.744, -6.409, 8.154], [1.321, -7.654, 7.489], [3.564, -4.699, 7.061], [4.882, -4.005, 7.445], [5.912, -3.778, 6.338], [6.163, -4.985, 5.440], [2.673, -3.551, 4.364], [3.821, -2.676, 3.829], [4.023, -1.285, 4.456], [3.522, -0.162, 3.553], [2.110, 0.401, 6.354], [1.218, 1.194, 5.069], [0.490, 1.028, 6.665], [1.048, -1.234, 4.677], [-0.519, -0.615, 5.135], [-0.347, -2.569, 6.440], [-0.005, -1.264, 7.542], [1.584, -2.890, 8.096], [2.502, -1.712, 7.216], [1.240, -5.851, 5.379], [0.197, -4.469, 5.269], [-0.832, -5.851, 6.819], [-0.207, -4.521, 7.753], [-0.029, -6.715, 8.861], [1.506, -5.923, 8.767], [0.533, -8.259, 7.037], [1.834, -8.276, 8.221], [2.046, -7.418, 6.708], [3.739, -5.667, 6.586], [3.048, -4.927, 7.997], [5.330, -4.638, 8.214], [4.662, -3.053, 7.933], [6.849, -3.493, 6.819], [5.625, -2.916, 5.737], [6.619, -5.807, 5.994], [6.840, -4.723, 4.627], [5.247, -5.363, 4.980], [1.723, -3.221, 3.933], [2.809, -4.566, 3.972], [3.618, -2.552, 2.764], [4.744, -3.252, 3.873], [5.086, -1.133, 4.648], [3.534, -1.215, 5.430], [4.132, -0.103, 2.651], [3.584, 0.805, 4.050], [2.489, -0.314, 3.240]],
  "mulliken_charge": [-1.0863, -0.1974, -0.3656, -1.0280, -0.1403, 0.0233, -2.0731, 2.3332, -2.3595, -0.5162, -1.2724, 0.0230, -0.6281, -0.1677, -0.4842, 0.7281, -2.1428, -0.6656, -0.6517, -0.9190, 1.0612, -0.5501, -0.5284, -0.2106, -0.4501, 0.4791, -0.3911, 1.2556, -1.6977, 0.7354, 0.6371, -1.3118, 1.0447, -1.4290, -1.1590, -0.8858, -0.9560, -0.1828, -1.3930, -0.1100, 0.2848, 0.2347, 0.3248, 0.4274, 0.2416, 0.3702, 0.4410, 0.0982, 0.4715, 0.3054, 0.9194, 1.2194, 0.1964, 0.6927, -0.0405, 0.4810, 0.4903, 0.2056, 0.3387, 0.3930, 1.2778, 0.6170, -0.4957, 0.3882, 0.2347, 0.7044, 0.6472, 0.1705, 0.7413, 0.2371, 0.3750, 0.4395, 0.2952, 0.3696, 0.3669, 0.4272, 0.4653, -0.3309, 0.8993, 0.6975, 0.2849, 0.4024, 0.3063, -1.4593, 0.2801, -1.1147, -1.1020, 1.2323, -1.4626, -0.8078, -0.4085, -1.2561, -0.6905, -0.9741, 0.3368, -1.3916, -0.9571, -1.1639, 0.4120, -2.1062, 0.2730, 0.3650, 0.4510, -0.2640, 0.4057, 0.3547, 0.5273, 0.6624, 0.6539, 0.7675, 0.5274, 0.5010, 0.2504, 0.4510, 0.2510, 0.3672, 0.3658, 0.2476, 0.5569, 0.0536, 0.4610, 0.3405, 0.4749, -0.3985, 0.3552, 0.4200, 0.2886, 0.6993, 0.6018, 0.6120, 0.2278, 0.5383, -0.1404, 0.6320, 0.3989, 0.3702]
}